Entry 1:
Density functional theory data (the ωB97M-V functional and the def2-TZVPD basis) for the molecule C7H14 at a distorted geometry.

Geometry (Å):
1 C 1.63278 -2.00608 0.53734
2 C 0.24654 -1.36009 0.64847
3 C 0.05656 -0.06913 0.94065
4 C 1.17863 0.86098 1.34588
5 C -1.15830 0.81108 0.51400
6 C -1.21432 1.25681 -0.94956
7 C -1.11825 0.12867 -1.99617
8 H 1.79400 -2.27594 -0.52414
9 H 2.29141 -1.22342 0.89031
10 H 1.79524 -3.02789 0.91210
11 H -0.59389 -2.05641 0.51798
12 H 0.74566 1.60622 2.03249
13 H 2.02690 0.39457 1.87628
14 H 1.57641 1.52003 0.56581
15 H -1.31075 1.63128 1.20888
16 H -2.00579 0.11763 0.59528
17 H -0.45696 2.03813 -1.09611
18 H -2.14556 1.80517 -1.12523
19 H -0.05804 0.07494 -2.26819
20 H -1.52309 -0.86319 -1.89199
21 H -1.75918 0.63663 -2.73408

Forces on the atoms, in the same order (eV/Å):
C -1.10 -0.07 -0.72
C -0.06 -1.15 0.56
C 0.52 1.83 -1.63
C 0.35 0.44 0.86
C -0.69 -2.57 0.58
C 0.20 -0.08 1.14
C 0.28 2.21 -0.68
H 0.11 0.93 0.05
H 0.86 -0.67 -0.15
H -0.28 0.62 1.03
H 0.06 0.62 -0.42
H 0.13 -0.34 0.13
H -0.38 0.17 -0.30
H -0.02 -0.45 -0.36
H 0.04 0.11 0.05
H -0.30 0.29 0.30
H 0.19 -0.41 -0.42
H -0.10 -0.18 0.42
H -0.42 -0.31 -0.51
H -0.21 -0.20 0.97
H 0.81 -0.81 -0.90

Calculated values
highest occupied orbital energy: -8.7 eV
SMILES string: C/C=C(\C)CCC
net charge: 0
orbital gap: 0.36004 Ha
relative energy (zero: lowest compared OMol25 entry of this formula, charge and spin): 41.0 kcal per mole
LUMO: 0.0394 hartree

Entry 2:
Density functional theory data (the ωB97M-V functional and the def2-TZVPD basis) for a structure of composition C35H37BrCl2NO2PPbSiTe.

Geometry (Å):
1 Pb -0.21321 -0.24600 0.60365
2 O -0.55911 0.13038 4.79351
3 C 0.16464 0.08975 3.81106
4 O 0.05467 -0.73416 2.81924
5 C 1.32912 1.08242 3.69049
6 P 1.21802 1.99232 2.11518
7 C -0.06728 3.24323 2.40327
8 C -0.47166 4.03375 1.32613
9 C -1.49793 4.95398 1.47122
10 C -2.15861 5.06918 2.68712
11 C -1.78925 4.26201 3.75334
12 C -0.74709 3.35411 3.61622
13 C 2.79993 2.89131 2.04367
14 C 3.96823 2.13616 1.93345
15 C 5.20315 2.75569 1.83956
16 C 5.28905 4.14262 1.84152
17 C 4.13385 4.90054 1.94897
18 C 2.89522 4.27929 2.05178
19 H 2.26395 0.51958 3.64123
20 H 1.37441 1.74156 4.55599
21 H 0.00956 3.92107 0.35962
22 H -1.79914 5.56424 0.62920
23 H -2.97103 5.77728 2.79645
24 H -2.31535 4.33099 4.69753
25 H -0.49881 2.70539 4.44762
26 H 3.91955 1.05212 1.91174
27 H 6.09918 2.15318 1.75717
28 H 6.25393 4.62714 1.76038
29 H 4.19000 5.98191 1.95998
30 H 2.00442 4.88558 2.15301
31 Cl -4.20624 0.96015 0.39694
32 C -3.46986 2.56129 0.61784
33 Cl -2.96629 3.30459 -0.90443
34 H -2.59673 2.45289 1.25173
35 H -4.22178 3.19836 1.06231
36 C 2.32871 -2.57627 -1.41514
37 Si 2.26102 -1.17559 -0.15162
38 C 3.22301 0.23111 -0.96507
39 C 3.14774 -1.76530 1.41228
40 H 3.38617 -2.78702 -1.61598
41 H 1.86268 -2.30192 -2.36328
42 H 1.86947 -3.50627 -1.07462
43 H 4.29634 0.01405 -0.91909
44 H 3.06376 1.20701 -0.50551
45 H 2.94635 0.31221 -2.02046
46 H 4.18983 -1.42814 1.41848
47 H 3.15702 -2.85901 1.44493
48 H 2.65978 -1.42478 2.32750
49 Te -2.09830 0.07646 -2.61539
50 C -1.36713 -0.07524 -4.58236
51 C 0.00469 -0.18495 -4.80284
52 C 0.50017 -0.30679 -6.09409
53 C -0.37138 -0.31266 -7.17378
54 C -1.73741 -0.19065 -6.96109
55 C -2.23477 -0.07069 -5.67083
56 C -2.29677 -2.00153 -2.29816
57 C -1.30372 -2.88388 -2.71023
58 C -1.44247 -4.24500 -2.48318
59 C -2.56186 -4.73072 -1.81925
60 C -3.54762 -3.85153 -1.39624
61 C -3.42226 -2.48978 -1.64511
62 H 0.68809 -0.16832 -3.96136
63 H 1.56733 -0.39342 -6.25710
64 H 0.01573 -0.40781 -8.18073
65 H -2.41922 -0.18969 -7.80247
66 H -3.30143 0.02116 -5.50879
67 H -0.42777 -2.51340 -3.22807
68 H -0.66935 -4.92601 -2.81940
69 H -2.66470 -5.79288 -1.63284
70 H -4.42544 -4.22530 -0.88254
71 H -4.21148 -1.81347 -1.33650
72 Br -3.26895 -6.51077 2.65845
73 C -2.42260 -4.94101 2.04474
74 C -1.18733 -5.02143 1.43011
75 C -0.62184 -3.84229 0.97243
76 N -1.20553 -2.65599 1.10393
77 C -2.38666 -2.59802 1.71688
78 C -3.04320 -3.71484 2.20314
79 H -0.67860 -5.96633 1.30207
80 H 0.34550 -3.85453 0.48419
81 H -2.81674 -1.60889 1.83433
82 H -4.00042 -3.62381 2.69603

Forces on the atoms, in the same order (eV/Å):
Pb -0.06 -0.03 -0.02
O 0.14 -0.01 -0.12
C -0.18 -0.08 -0.02
O 0.07 0.03 0.21
C 0.07 0.06 0.11
P -0.01 -0.24 -0.22
C -0.08 0.03 0.04
C 0.08 0.09 0.01
C 0.07 0.14 0.06
C 0.00 0.04 0.01
C -0.01 -0.02 0.00
C -0.01 -0.05 0.04
C -0.01 0.13 0.07
C 0.05 -0.04 -0.03
C 0.01 0.02 0.01
C 0.02 -0.02 0.00
C -0.02 0.00 0.00
C 0.02 0.04 0.04
H -0.01 -0.04 -0.02
H 0.02 0.00 0.00
H 0.02 0.00 0.03
H 0.03 -0.02 0.04
H 0.02 0.00 0.01
H 0.01 0.00 -0.02
H -0.02 0.05 -0.02
H -0.04 0.02 0.00
H -0.01 0.02 0.00
H -0.02 -0.01 0.00
H 0.01 -0.02 0.00
H -0.02 -0.01 -0.02
Cl 0.03 0.04 -0.03
C -0.08 -0.12 0.06
Cl -0.10 -0.11 -0.16
H -0.01 -0.04 0.00
H 0.02 0.05 0.08
C 0.16 -0.08 -0.01
Si -0.38 0.11 0.16
C 0.10 -0.01 -0.03
C 0.14 -0.03 -0.04
H -0.06 -0.05 -0.04
H -0.02 0.04 0.01
H -0.01 0.03 0.01
H -0.02 0.03 -0.06
H -0.02 -0.02 0.03
H 0.00 0.00 0.03
H -0.02 -0.05 0.03
H 0.00 0.03 0.02
H -0.01 0.03 -0.05
Te -0.08 0.10 -0.03
C 0.18 -0.09 -0.12
C -0.01 0.03 0.00
C 0.00 0.00 -0.02
C 0.01 0.00 0.01
C 0.00 0.00 -0.02
C -0.03 -0.02 0.04
C 0.03 -0.02 -0.01
C 0.01 -0.04 -0.02
C 0.01 0.00 0.01
C 0.00 -0.02 0.03
C 0.00 0.00 0.00
C -0.03 -0.01 0.04
H -0.01 -0.01 -0.01
H -0.01 0.00 0.01
H -0.02 0.00 0.02
H 0.01 0.00 0.02
H 0.01 -0.01 0.00
H 0.01 0.00 0.01
H -0.02 0.01 0.01
H -0.01 0.02 0.00
H 0.02 0.01 -0.01
H 0.03 0.00 -0.01
Br -0.01 -0.01 0.01
C -0.01 -0.01 0.00
C 0.00 0.02 -0.01
C 0.03 -0.01 -0.01
N 0.02 0.06 -0.09
C 0.03 0.05 0.03
C 0.03 0.02 0.01
H -0.01 0.02 0.00
H -0.03 0.01 -0.01
H -0.01 -0.02 -0.01
H 0.01 0.00 -0.01

Calculated values
highest occupied orbital energy: -7.0 eV
net charge: 0
orbital gap: 0.27209 Ha
LUMO: 0.0137 hartree